(1)
Molecular formula: C25H62IN7O6P2
Method: DFT, wB97M-V/def2-TZVPD

Computed properties:
Energy   -2804.781392 Eh
Structure (SMILES)   CC[C@H](I)COC[C@H](CCCOC(C)=O)NCCO.CN(C)P(=O)(N(C)C)N(C)C.CN(C)P(=O)(N(C)C)N(C)C
Frontier orbital gap   8.36 eV
Total charge   0
LUMO energy   0.43 eV

Positions of all 103 atoms, in Å:
C  0.9870  -1.1808  1.8197
C  0.6410  0.2756  2.1642
C  1.6652  1.3370  1.7787
I  2.1299  1.2910  -0.3186
C  2.9187  1.3672  2.6527
O  3.3516  0.0786  3.0054
C  3.5009  -0.2052  4.3850
C  4.9470  -0.5718  4.7527
C  5.9467  0.1277  3.8227
C  7.3499  0.2603  4.4516
C  8.0347  1.5061  3.9223
O  9.4610  1.2883  3.8402
C  10.0355  2.0274  2.8365
C  10.3169  1.2609  1.5707
O  10.2906  3.1888  2.9788
N  5.1103  -2.0154  4.8757
C  4.8954  -2.7507  3.6214
C  4.1962  -4.0724  3.8966
O  5.0679  -5.0026  4.5269
H  1.8809  -1.2319  1.2033
H  1.2412  -1.7350  2.7232
H  0.1710  -1.6948  1.3206
H  0.3886  0.3887  3.2205
H  -0.2739  0.5319  1.6270
H  1.1804  2.3021  1.9069
H  2.7254  2.0205  3.5088
H  3.7187  1.8463  2.0807
H  3.1639  0.6134  5.0232
H  2.8586  -1.0612  4.6073
H  5.1308  -0.1515  5.7449
H  5.5764  1.1503  3.6891
H  5.9913  -0.3250  2.8341
H  7.9242  -0.6271  4.1936
H  7.2055  0.3354  5.5284
H  7.6406  1.7462  2.9313
H  7.8772  2.3715  4.5656
H  10.3666  0.1994  1.7994
H  9.5163  1.4169  0.8514
H  11.2733  1.5780  1.1687
H  6.0375  -2.2418  5.2082
H  4.3461  -2.1636  2.8862
H  5.8579  -3.0256  3.1707
H  3.8296  -4.4903  2.9529
H  3.3500  -3.9165  4.5599
H  5.6630  -5.3510  3.8595
C  -1.1178  4.3971  -1.5036
N  -1.7572  3.1548  -1.1339
C  -1.2014  1.9993  -1.8187
P  -3.1758  2.8289  -0.2321
O  -2.7654  1.7514  0.6937
N  -3.6087  4.0709  0.8733
C  -3.3201  5.4955  0.7527
C  -3.6161  3.6743  2.2836
N  -4.3815  3.1547  -1.3744
C  -4.9872  1.9662  -1.9795
C  -4.3631  4.2667  -2.2946
H  -1.2709  4.6564  -2.5619
H  -0.0359  4.3170  -1.3507
H  -1.4507  5.2349  -0.9056
H  -1.7124  1.7880  -2.7706
H  -1.2692  1.1079  -1.1946
H  -0.1447  2.1559  -2.0303
H  -2.2762  5.7146  0.5301
H  -3.5364  5.9884  1.6996
H  -3.9704  5.9912  0.0282
H  -2.6159  3.6963  2.7343
H  -4.0205  2.6766  2.4114
H  -4.2605  4.3586  2.8379
H  -4.3448  1.5275  -2.7551
H  -5.9546  2.1974  -2.4295
H  -5.1589  1.1964  -1.2239
H  -3.9387  3.9915  -3.2699
H  -3.8132  5.1266  -1.9238
H  -5.3949  4.5871  -2.4601
C  -5.8215  -2.4472  -2.3772
N  -5.7536  -2.1422  -3.7882
C  -6.9831  -1.5591  -4.3007
P  -4.6014  -2.5476  -4.9934
O  -4.3001  -1.2355  -5.6238
N  -2.9876  -2.8591  -4.4244
C  -2.5988  -3.3636  -3.1117
C  -1.9522  -1.9512  -4.9283
N  -4.9050  -4.2303  -5.1794
C  -5.6722  -4.5987  -6.3706
C  -5.1869  -5.1324  -4.0864
H  -6.5754  -3.2172  -2.1566
H  -6.1100  -1.5531  -1.8131
H  -4.8792  -2.7720  -1.9500
H  -7.6901  -2.3184  -4.6656
H  -6.7719  -0.8716  -5.1213
H  -7.4851  -0.9843  -3.5204
H  -3.0602  -2.8238  -2.2810
H  -1.5231  -3.2493  -2.9848
H  -2.7741  -4.4356  -3.0063
H  -1.9066  -1.0074  -4.3694
H  -2.1059  -1.7143  -5.9744
H  -0.9832  -2.4472  -4.8482
H  -6.7498  -4.4118  -6.2559
H  -5.5394  -5.6579  -6.5997
H  -5.3276  -4.0336  -7.2396
H  -6.2662  -5.2625  -3.9205
H  -4.7433  -4.8306  -3.1453
H  -4.7708  -6.1099  -4.3441

(2)
Molecular formula: C25H62N6O6P3
Method: DFT, wB97M-V/def2-TZVPD

Computed properties:
Energy   -2793.510557 Eh
Frontier orbital gap   6.44 eV
Total charge   -1
LUMO energy   2.18 eV

Positions of all 102 atoms, in Å:
C  -0.1794  0.5283  -1.0949
C  0.3441  -0.9391  -1.6057
N  0.7393  -1.8993  -0.5056
C  2.0040  -1.4795  0.2155
O  3.0333  -0.7935  -0.6055
P  3.5913  0.7293  0.1199
N  4.5091  2.0400  0.9830
C  3.9144  3.2292  0.6366
O  3.2919  4.4139  0.4949
P  4.9749  0.6915  -1.6210
N  5.2153  -0.8829  -2.0344
O  2.3209  0.6861  1.3614
C  1.9102  -0.7112  1.6611
C  0.3683  -1.0181  2.1241
C  0.0471  -0.6195  3.7059
O  0.1295  -1.5858  4.6346
O  -0.3756  0.7285  4.1534
P  3.0984  -1.1745  3.0826
O  3.3392  0.1634  3.9455
H  -1.1246  0.4700  -0.3698
H  0.6276  1.1892  -0.5640
H  -0.5344  1.1424  -2.0521
H  1.1689  -0.7751  -2.4316
H  -0.5760  -1.4414  -2.1759
H  0.8792  -2.8723  -0.9136
H  2.5807  -2.4819  0.5030
H  2.7651  1.6092  -0.6661
H  4.5274  -0.1288  0.7995
H  4.3512  1.3005  -2.7933
H  6.2746  1.2332  -1.3172
H  6.2258  -1.1334  -1.9631
H  0.1375  -2.1873  2.0535
H  -0.4601  -0.4921  1.4867
H  -1.3562  0.5917  4.4069
H  2.5996  -2.1713  3.9950
H  4.4307  -1.5688  2.6049
C  0.4844  5.2681  -1.1654
C  0.9510  6.6363  -0.6755
N  0.9547  7.6724  -1.7118
C  1.6526  8.8958  -1.3043
C  1.0582  9.6961  -0.1492
C  -0.3086  7.8841  -2.4216
C  -1.5310  8.2637  -1.5915
H  1.0857  4.9259  -2.0150
H  0.5929  4.5303  -0.3619
H  -0.5673  5.2742  -1.4602
H  1.9757  6.5064  -0.3038
H  0.3409  6.9281  0.1867
H  1.7623  9.5598  -2.1714
H  2.6810  8.6242  -1.0320
H  0.1728  10.2561  -0.4574
H  1.7902  10.4316  0.2029
H  0.7949  9.0675  0.7053
H  -0.5472  6.9701  -2.9793
H  -0.1665  8.6414  -3.2037
H  -1.6225  7.6674  -0.6802
H  -2.4398  8.0952  -2.1798
H  -1.5214  9.3196  -1.3185
C  0.7478  -4.9475  2.3168
C  0.9404  -5.7848  1.0551
N  2.3210  -6.2240  0.8348
C  2.5427  -6.7874  -0.5006
C  1.8080  -8.0773  -0.8534
C  2.9503  -6.9606  1.9329
C  2.2746  -8.2458  2.4008
H  1.4083  -4.0733  2.3161
H  -0.2853  -4.5843  2.3660
H  0.9321  -5.5254  3.2251
H  0.6312  -5.1573  0.2091
H  0.2460  -6.6318  1.0857
H  3.6179  -6.9418  -0.6580
H  2.2613  -6.0263  -1.2402
H  2.2584  -8.9459  -0.3683
H  1.8698  -8.2515  -1.9335
H  0.7474  -8.0412  -0.5920
H  3.0340  -6.2875  2.7951
H  3.9924  -7.1869  1.6720
H  1.1905  -8.1419  2.4930
H  2.6574  -8.5218  3.3897
H  2.4898  -9.0811  1.7332
C  -5.9569  0.8905  -2.7353
C  -5.2413  -0.2980  -2.0987
N  -5.0005  -0.1498  -0.6608
C  -4.0848  -1.1595  -0.1205
C  -4.5413  -2.6150  -0.1514
C  -6.1746  0.1319  0.1677
C  -7.3206  -0.8745  0.1356
H  -5.4111  1.8235  -2.5556
H  -6.0215  0.7461  -3.8201
H  -6.9770  1.0036  -2.3619
H  -4.2745  -0.3954  -2.6095
H  -5.8061  -1.2098  -2.3228
H  -3.8193  -0.8969  0.9116
H  -3.1397  -1.0910  -0.6753
H  -5.2878  -2.8221  0.6184
H  -3.6881  -3.2719  0.0515
H  -4.9498  -2.9063  -1.1224
H  -6.5742  1.1112  -0.1235
H  -5.8613  0.2738  1.2103
H  -7.5560  -1.2120  -0.8770
H  -8.2271  -0.4104  0.5398
H  -7.1086  -1.7475  0.7541

(3)
Molecular formula: C25H63BrO8P
Method: DFT, wB97M-V/def2-TZVPD

Computed properties:
Energy   -4507.514788 Eh
Frontier orbital gap   6.62 eV
Total charge   -1
LUMO energy   1.97 eV

Positions of all 98 atoms, in Å:
C  -1.4204  -0.9930  -1.9434
C  -1.5430  0.3128  -1.1591
O  -1.9142  1.4223  -1.9571
C  -3.2006  1.2946  -2.5748
P  -4.6881  1.1338  -1.4343
O  -5.6260  0.3058  -2.7063
C  -6.5789  -0.5150  -2.0999
C  -7.1711  0.3389  -0.9827
Br  -8.1811  -0.9113  0.2478
O  -6.1708  0.9557  -0.3343
H  -0.5888  -1.5875  -1.5574
H  -1.2139  -0.7773  -2.9952
H  -2.3304  -1.5941  -1.9010
H  -0.5810  0.5823  -0.7188
H  -2.2561  0.1937  -0.3385
H  -3.1930  0.4580  -3.2854
H  -3.3369  2.2234  -3.1349
H  -4.2827  -0.1765  -0.9673
H  -4.0346  1.8104  -0.3538
H  -5.2775  2.3644  -1.9068
H  -6.1110  -1.4114  -1.6696
H  -7.3481  -0.8481  -2.8033
H  -7.9623  1.0125  -1.3303
C  4.7669  -1.0496  -1.0822
C  3.4744  -1.6676  -1.5877
O  2.3351  -0.8478  -1.4090
C  2.3592  0.4074  -2.0715
C  2.4692  0.3071  -3.5829
H  4.6793  -0.7664  -0.0329
H  5.5778  -1.7762  -1.1651
H  5.0549  -0.1691  -1.6583
H  3.2495  -2.5716  -1.0201
H  3.5822  -1.9633  -2.6385
H  3.1630  1.0363  -1.6707
H  1.4120  0.8756  -1.8061
H  3.4187  -0.1247  -3.9036
H  2.3951  1.3063  -4.0151
H  1.6541  -0.2974  -3.9823
C  -4.6530  -2.7254  0.8199
C  -5.0589  -4.0935  0.3089
O  -4.9595  -4.2443  -1.1019
C  -3.7233  -3.8639  -1.6760
C  -2.5328  -4.6550  -1.1580
H  -5.2215  -1.9411  0.3235
H  -4.8546  -2.6603  1.8908
H  -3.5893  -2.5320  0.6703
H  -6.1125  -4.2759  0.5224
H  -4.4762  -4.8752  0.8160
H  -3.5482  -2.7906  -1.5426
H  -3.8506  -4.0381  -2.7453
H  -2.3489  -4.4646  -0.0997
H  -1.6354  -4.3621  -1.7066
H  -2.6901  -5.7265  -1.2960
C  6.7696  1.3736  3.4562
C  5.8273  0.2175  3.1687
O  6.3349  -0.7352  2.2514
C  7.5154  -1.4056  2.6594
C  7.3757  -2.1666  3.9685
H  7.0418  1.8901  2.5347
H  6.2729  2.0859  4.1176
H  7.6811  1.0443  3.9567
H  4.9106  0.5870  2.7083
H  5.5504  -0.2682  4.1095
H  8.3564  -0.7049  2.7228
H  7.7301  -2.0968  1.8438
H  7.2168  -1.5035  4.8207
H  8.2916  -2.7296  4.1585
H  6.5442  -2.8716  3.9132
C  5.5555  0.6123  9.1819
C  5.8742  0.6608  7.6977
O  6.2195  -0.5963  7.1406
C  5.2232  -1.6062  7.2228
C  3.9162  -1.2343  6.5495
H  6.3837  0.1739  9.7401
H  5.3884  1.6258  9.5504
H  4.6529  0.0362  9.3884
H  6.7504  1.2860  7.5231
H  5.0389  1.1106  7.1490
H  5.0478  -1.8993  8.2641
H  5.6725  -2.4611  6.7162
H  3.3906  -0.4252  7.0578
H  3.2461  -2.0952  6.5289
H  4.0887  -0.9309  5.5170
C  -5.6041  6.1591  -7.1224
C  -4.2547  5.5773  -6.7287
O  -4.0951  5.3748  -5.3418
C  -5.0217  4.4731  -4.7381
C  -5.0254  3.0804  -5.3348
H  -5.7928  7.0903  -6.5859
H  -5.6135  6.3681  -8.1942
H  -6.4207  5.4677  -6.9128
H  -3.4587  6.2725  -7.0016
H  -4.0782  4.6480  -7.2836
H  -6.0314  4.8997  -4.7650
H  -4.7191  4.4238  -3.6927
H  -5.3485  3.0671  -6.3778
H  -5.6983  2.4461  -4.7545
H  -4.0322  2.6332  -5.2776

(4)
Molecular formula: C25H64BFO14P
Method: DFT, wB97M-V/def2-TZVPD

Computed properties:
Energy   -2510.099986 Eh
Frontier orbital gap   5.45 eV
Total charge   -1
LUMO energy   2.14 eV

Positions of all 106 atoms, in Å:
C  -0.6165  -0.8663  4.3186
B  -1.7370  0.2065  3.9991
O  -1.2475  1.5344  3.9145
P  -3.6077  -0.2348  3.6456
O  -4.1698  1.3617  4.0876
F  -3.8780  -0.7740  5.2933
H  -1.0035  -1.8724  4.3550
H  -0.1219  -0.5893  5.2433
H  0.1397  -0.7963  3.5422
H  -1.3976  1.7868  2.9872
H  -4.9524  -0.5756  3.2846
H  -3.1853  -1.6021  3.3139
H  -3.3582  0.1680  2.2361
H  -3.8324  1.5514  4.9720
C  1.6208  -0.6994  -2.0428
O  2.2142  0.1989  -1.1282
C  3.0723  1.1827  -1.6603
C  2.6459  2.6089  -1.3524
O  1.3972  3.0515  -1.8561
C  0.2006  2.4478  -1.3865
C  -0.1256  2.5854  0.0887
O  0.8105  1.9745  0.9469
C  1.4250  2.8010  1.9152
H  2.1104  -1.6766  -1.9902
H  0.5741  -0.8307  -1.7610
H  1.6514  -0.3333  -3.0690
H  3.2056  1.0545  -2.7392
H  4.0576  1.0481  -1.1941
H  3.3780  3.2572  -1.8433
H  2.7281  2.8117  -0.2832
H  0.1519  1.4020  -1.6966
H  -0.6033  2.9586  -1.9245
H  -1.0891  2.0821  0.2364
H  -0.2680  3.6416  0.3395
H  1.3484  3.8638  1.6702
H  2.4844  2.5332  1.9688
H  0.9766  2.6180  2.8945
C  8.6341  3.7810  5.7620
O  7.4946  2.9592  5.6438
C  6.2444  3.5882  5.8540
C  5.2958  3.5103  4.6754
O  5.7181  4.1313  3.4772
C  6.7917  3.5800  2.7445
C  6.5536  2.2282  2.1017
O  6.3216  1.1828  3.0201
C  5.0847  0.5053  2.8926
H  9.1252  3.6153  6.7264
H  9.3376  3.5143  4.9703
H  8.3885  4.8404  5.6595
H  6.3779  4.6336  6.1522
H  5.7492  3.0728  6.6854
H  4.4065  4.0714  4.9729
H  4.9638  2.4862  4.4967
H  7.7180  3.5831  3.3248
H  6.9440  4.2810  1.9185
H  7.4658  1.9850  1.5413
H  5.7368  2.3091  1.3767
H  4.3535  1.0933  2.3347
H  4.6854  0.3161  3.8906
H  5.2272  -0.4573  2.3968
C  -3.9238  -5.0424  3.6129
O  -4.1410  -4.6488  2.2725
C  -3.5704  -5.4683  1.2832
C  -4.5679  -6.0483  0.2994
O  -5.5599  -6.9110  0.8255
C  -6.5576  -6.3823  1.6760
C  -7.5561  -5.4275  1.0521
O  -6.9868  -4.2328  0.5684
C  -7.1882  -3.9386  -0.7941
H  -3.1525  -4.4172  4.0697
H  -4.8499  -4.8922  4.1707
H  -3.6412  -6.0971  3.6838
H  -2.9779  -6.2758  1.7283
H  -2.8820  -4.8465  0.6953
H  -3.9887  -6.6844  -0.3764
H  -5.0121  -5.2667  -0.3203
H  -6.1234  -5.9566  2.5825
H  -7.1373  -7.2555  1.9912
H  -8.2641  -5.1611  1.8472
H  -8.1220  -5.9451  0.2692
H  -7.4664  -4.8257  -1.3704
H  -6.2586  -3.5354  -1.2016
H  -7.9648  -3.1773  -0.9073
C  1.5178  1.2850  -5.4522
O  0.3176  0.5407  -5.5079
C  -0.8223  1.1916  -4.9759
C  -1.9360  1.3998  -5.9830
O  -1.6422  2.2047  -7.1095
C  -0.7394  1.7374  -8.0883
C  -1.1835  0.5498  -8.9192
O  -1.3767  -0.6380  -8.1800
C  -2.6609  -1.2202  -8.2488
H  2.1593  0.9112  -4.6533
H  2.0524  1.1621  -6.3977
H  1.3328  2.3491  -5.2963
H  -0.5503  2.1497  -4.5223
H  -1.2336  0.5612  -4.1787
H  -2.7171  1.9498  -5.4523
H  -2.3834  0.4497  -6.2830
H  0.2558  1.5743  -7.6701
H  -0.6446  2.5711  -8.7903
H  -0.3820  0.3638  -9.6453
H  -2.0822  0.8144  -9.4858
H  -3.4178  -0.5072  -8.5839
H  -2.9353  -1.5742  -7.2530
H  -2.6530  -2.0793  -8.9248

Question: Look up the frontier orbital gap of the fourth one.
Answer: 5.45 eV